(1)
A 2-piece molecular cluster, C4H8ClNS overall, computed with wB97M-V/def2-TZVPD.

Summary:
Gap between HOMO and LUMO: 7.512 eV
Energy above the lowest of the compared OMol25 structures with the same formula, charge and spin: 131.5 kJ/mol
LUMO level: -0.021 Eh
HOMO energy: -0.29677 hartree

Each line ends with the natural charge from an NBO analysis.
Atoms and positions in Å:
C: 0.59841 -0.71496 0.10171  -0.2931
C: -0.29525 -1.83784 0.52918  -0.5360
C: -1.36200 0.49918 0.21004  0.0851
C: 0.75728 1.66186 0.09552  -0.4748
N: -0.07180 0.56365 0.41206  -0.3055
S: -1.98245 -1.09987 0.36008  0.3736
Cl: -0.28015 0.78719 -2.68042  -0.8541
H: 1.61402 -0.73224 0.42867  0.2347
H: 0.65480 -0.87952 -1.03707  0.2946
H: -0.36534 -2.75258 -0.21336  0.2575
H: -0.23653 -2.40419 1.59318  0.2389
H: -2.12212 1.21275 0.16698  0.2520
H: 0.82132 1.72195 -1.06238  0.3069
H: 0.45179 2.48394 0.67454  0.2124
H: 1.81801 1.49068 0.42128  0.2079

=====

(2)
A 2-piece molecular cluster, C4H8ClNSi overall, computed with wB97M-V/def2-TZVPD.

Summary:
Gap between HOMO and LUMO (alpha / beta): 6.340 / 8.542 eV
Energy above the lowest of the compared OMol25 structures with the same formula, charge and spin: 370.4 kJ/mol
LUMO level (alpha / beta): -0.022 / -0.016 Eh
HOMO energy (alpha / beta): -0.25529 / -0.33022 hartree

Each line ends with the natural charge from an NBO analysis.
Atoms and positions in Å:
C: 0.43945 1.44644 -2.34635  -0.2174
C: 1.72737 1.08645 0.67840  -1.0331
C: -1.59136 0.71064 -0.28016  -1.0960
C: -0.39959 -2.58689 0.87883  -0.4233
N: 0.37814 1.84894 -3.43937  -0.3038
Si: 0.29695 0.90011 -0.62411  1.1533
Cl: 1.12535 -3.19460 1.28294  0.0352
H: 1.38928 0.48884 1.54712  0.2480
H: 2.66111 0.69137 0.34198  0.2535
H: 1.76858 2.13619 0.88880  0.2391
H: -1.73588 0.20719 0.73444  0.2500
H: -2.05866 1.72608 -0.52414  0.2572
H: -1.97228 -0.12350 -0.95352  0.2591
H: -0.93036 -3.03586 0.03571  0.1892
H: -1.09810 -2.30141 1.77942  0.1890

=====

(3)
C4H8ClO2P in the gas phase, computed with wB97M-V/def2-TZVPD.

Summary:
Gap between HOMO and LUMO: 8.041 eV
Energy above the lowest of the compared OMol25 structures with the same formula, charge and spin: 218.5 kJ/mol
LUMO level: -0.022 Eh
SMILES string: C[C@@H](Cl)[C@@](C)(O)P=O
HOMO energy: -0.31772 hartree

Each line ends with the natural charge from an NBO analysis.
Atoms and positions in Å:
C: -0.84248 -1.90869 0.07758  -0.6408
C: 0.40058 1.76996 -0.56107  -0.6731
C: -0.80810 -0.43487 -0.38662  -0.1987
C: 0.33618 0.41856 0.03652  -0.0191
O: 3.29458 0.35914 0.08669  -0.9903
O: 0.34831 0.48372 1.42103  -0.7587
P: 2.28984 -0.63945 0.31097  1.3311
Cl: -2.37571 0.18282 0.35430  -0.1267
H: -1.00098 -2.03442 1.17727  0.2280
H: 0.02938 -2.50244 -0.09696  0.2119
H: -1.64790 -2.37150 -0.53256  0.2287
H: 0.68935 1.73517 -1.67755  0.2245
H: -0.52929 2.30748 -0.31323  0.2251
H: 1.22078 2.46116 -0.08551  0.2419
H: -0.91160 -0.35238 -1.58050  0.2357
H: -0.49292 0.52574 1.76964  0.4805

=====

(4)
C4H8ClOP in the gas phase, computed with wB97M-V/def2-TZVPD.

Summary:
Gap between HOMO and LUMO: 8.194 eV
Energy above the lowest of the compared OMol25 structures with the same formula, charge and spin: 372.9 kJ/mol
LUMO level: -0.021 Eh
SMILES string: CC1(C)CP1OCl
HOMO energy: -0.32232 hartree

Each line ends with the natural charge from an NBO analysis.
Atoms and positions in Å:
C: -1.20856 0.47532 1.50174  -0.6614
C: -0.16065 0.13065 0.52949  -0.2369
C: 0.29197 1.24165 -0.36883  -0.6123
C: 0.07610 -1.24885 -0.07045  -0.6103
O: 0.93576 1.63263 2.80678  -0.7954
P: 0.46880 0.18018 2.33215  0.9290
Cl: 2.34044 2.35707 2.04153  0.1927
H: -1.61183 1.50913 1.56127  0.2498
H: -1.98963 -0.25660 1.85048  0.2373
H: 1.33925 1.04430 -0.40940  0.2205
H: -0.01105 2.23233 -0.00641  0.2246
H: -0.19649 0.95059 -1.34945  0.2110
H: -0.71894 -1.45236 -0.69226  0.2083
H: 0.15959 -2.08836 0.61718  0.2250
H: 0.95672 -1.23939 -0.77917  0.2182

=====

(5)
C4H8ErO3 as an isolated structure, computed with wB97M-V/def2-TZVPD.

Summary:
Gap between HOMO and LUMO (alpha / beta): 6.534 / 6.395 eV
Charge: +1
Energy above the lowest of the compared OMol25 structures with the same formula, charge and spin: 0.0 kJ/mol
LUMO level (alpha / beta): -0.120 / -0.175 Eh
Multiplicity: 4
HOMO energy (alpha / beta): -0.35973 / -0.40979 hartree

Each line ends with the Mulliken spin population.
Atoms and positions in Å:
C: 2.60945 -0.65976 -0.10311  -0.0263
O: 1.28820 -0.15701 0.02816  -0.1013
C: 0.29424 -1.14922 0.09544  -0.0329
C: -1.07169 -0.52307 0.27051  0.0313
O: -2.06156 -1.18925 0.44995  0.0009
H: 3.27810 0.20964 -0.08549  0.0250
H: 2.85416 -1.32800 0.73490  -0.0029
H: 2.70747 -1.20006 -1.05527  0.0007
H: 0.47097 -1.83139 0.94344  -0.0066
H: 0.28314 -1.74865 -0.82900  -0.0026
O: -1.13156 0.85083 -0.08647  -0.0440
C: -2.40428 1.49268 -0.19376  0.0051
Er: 1.02900 2.29119 0.52173  3.1432
H: -2.92950 1.02706 -1.03616  0.0002
H: -3.02691 1.35983 0.69881  -0.0041
H: -2.18923 2.55516 -0.35367  0.0143

=====

(6)
C4H8F10LiN5O22S11 as an isolated structure, computed with wB97M-V/def2-TZVPD.

Summary:
Gap between HOMO and LUMO (alpha / beta): 7.181 / 2.459 eV
Charge: -3
LUMO level (alpha / beta): 0.191 / 0.023 Eh
Multiplicity: 2
HOMO energy (alpha / beta): -0.07324 / -0.06714 hartree

Each line ends with the Mulliken spin population.
Atoms and positions in Å:
Li: -0.50713 0.05179 0.92478  -0.0013
N: 2.87876 -1.98663 -2.27609  0.0027
S: 1.71159 -2.96081 -2.55073  -0.0006
O: 0.41617 -2.26717 -2.65301  0.0031
O: 1.88134 -4.29763 -2.08401  0.0003
F: 2.05618 -2.98108 -4.16701  0.0002
S: 2.43243 -1.81100 -0.64892  -0.0033
O: 2.30647 -3.00659 0.15477  0.0009
O: 1.75775 -0.62845 -0.18774  0.0049
F: 3.99355 -1.33316 -0.26323  0.0001
N: -2.36122 0.64205 1.51555  0.0019
S: -2.50268 0.49702 3.28580  -0.0008
O: -3.46923 1.27578 4.01050  0.0000
O: -1.27202 0.20257 3.94729  -0.0001
F: -3.33426 -0.95830 3.13331  -0.0014
S: -2.60807 2.16337 1.67403  0.0007
O: -1.58799 3.03965 2.30050  0.0005
O: -3.97047 2.60266 1.81794  0.0002
F: -2.42872 2.55169 0.11099  0.0000
N: 2.73311 -2.20131 3.38356  0.0203
S: 4.28280 -1.36020 3.51110  -0.0013
O: 4.84976 -1.23539 4.82347  0.0012
O: 4.54382 -0.37742 2.50378  0.0009
F: 5.12186 -2.68288 3.00885  0.0000
S: 1.78649 -0.98943 3.69397  -0.0044
O: 1.09928 -0.45113 2.53958  0.0166
O: 2.19505 -0.11572 4.75555  0.0034
F: 0.63433 -1.82067 4.36563  0.0002
N: 1.49574 4.10784 1.42968  0.0000
S: 2.98400 3.46248 2.00986  -0.0001
O: 4.18966 3.97270 1.37176  0.0000
O: 2.84267 2.22760 2.80241  -0.0001
F: 2.92562 4.52168 3.19006  0.0000
S: 1.36811 3.04709 0.46992  0.0002
O: 0.64841 1.83701 0.81964  -0.0016
O: 2.21779 2.93413 -0.69520  0.0000
F: 0.32859 3.90503 -0.26145  0.0000
N: -3.32419 -2.62950 0.32070  0.6458
S: -2.06090 -2.60919 -0.88111  -0.0410
O: -1.85750 -3.72462 -1.76069  0.0313
O: -0.85981 -1.91281 -0.28014  0.0962
F: -2.72091 -1.55456 -1.88796  -0.0042
S: -2.56160 -3.51066 1.39153  -0.0638
O: -1.49231 -2.78069 2.07586  0.1846
O: -2.33704 -4.89181 0.97803  0.1146
F: -3.72773 -3.62566 2.45469  -0.0020
C: -2.52000 0.71444 -4.14897  0.0000
C: -2.23334 2.12025 -3.45179  0.0000
C: -0.73616 2.41363 -3.37303  0.0000
S: -0.18825 0.71285 -2.97540  -0.0005
O: -0.49942 0.41745 -1.58470  -0.0042
O: 1.13846 0.76218 -3.43705  0.0000
C: -1.30285 -0.09674 -4.18155  0.0001
H: -2.96984 0.70062 -5.14172  0.0000
H: -3.20608 0.18547 -3.48746  0.0000
H: -2.62574 2.22888 -2.44069  0.0000
H: -2.77420 2.82224 -4.08644  0.0000
H: -0.52116 2.99894 -2.47901  -0.0001
H: -0.23523 2.66935 -4.30672  0.0000
H: -1.29736 -1.17491 -4.02147  -0.0001
H: -0.72622 0.18783 -5.06167  0.0000

=====

(7)
An isolated ion of composition C4H8F2N3O2 and charge +1, computed with wB97M-V/def2-TZVPD.

Summary:
Gap between HOMO and LUMO: 11.616 eV
Charge: +1
Energy above the lowest of the compared OMol25 structures with the same formula, charge and spin: 0.0 kJ/mol
LUMO level: -0.132 Eh
SMILES string: C[N@H+]1CNC(=O)N1OC(F)F
HOMO energy: -0.55912 hartree

Each line ends with the natural charge from an NBO analysis.
Atoms and positions in Å:
C: 1.61788 0.69190 0.74899  0.7955
C: -0.21208 1.90576 -0.20975  -0.0318
C: -1.82081 0.11464 -0.65705  -0.4531
C: 0.54635 -2.60882 0.49250  0.7870
N: 1.18022 1.85975 0.25570  -0.6392
N: 0.35405 -0.23865 0.41470  -0.0558
N: -0.38198 0.49146 -0.59322  -0.2275
O: 2.62727 0.39262 1.21758  -0.4529
O: 0.81834 -1.47120 -0.17673  -0.3839
F: -0.73189 -2.88422 0.32771  -0.3232
F: 0.82131 -2.50667 1.77588  -0.3043
H: -0.91043 2.23756 0.49096  0.2261
H: -0.38299 2.47180 -1.12564  0.2324
H: -2.36099 0.30411 0.29903  0.2597
H: -2.32501 0.47170 -1.50777  0.2479
H: -1.82051 -1.05183 -0.69720  0.2727
H: 1.17227 -3.33890 0.13399  0.1549
H: 1.75947 2.64656 0.40010  0.4469
H: 0.04953 0.51244 -1.58977  0.4485

=====

(8)
A 2-piece molecular cluster, C4H8F2P overall, computed with wB97M-V/def2-TZVPD.

Summary:
Gap between HOMO and LUMO (alpha / beta): 8.629 / 6.720 eV
Charge: +1
Energy above the lowest of the compared OMol25 structures with the same formula, charge and spin: 485.1 kJ/mol
LUMO level (alpha / beta): -0.274 / -0.285 Eh
HOMO energy (alpha / beta): -0.59104 / -0.53171 hartree

Each line ends with the natural charge from an NBO analysis.
Atoms and positions in Å:
C: 1.16583 -2.26979 -0.41593  -0.1911
C: 0.47486 -1.17096 -0.76606  -0.6737
C: 0.32490 2.17252 -0.00323  -0.6114
C: -1.12858 1.40180 0.33676  -0.7575
F: -2.03031 -3.18012 0.80698  -0.0521
F: 0.16491 -0.46344 1.68879  -0.5205
P: -0.63198 -0.39107 0.38577  1.7110
H: 1.67307 -2.97095 -1.12062  0.2528
H: 1.11551 -2.87373 0.51035  0.2413
H: 0.41823 -0.83083 -1.81312  0.2834
H: 1.11414 1.61233 -0.56276  0.2309
H: 0.08433 3.04505 -0.50434  0.2487
H: 0.83956 2.59656 0.81904  0.2481
H: -1.94739 1.48704 -0.54089  0.2889
H: -1.63708 1.83558 1.17926  0.3013

=====

(9)
C4H8F8MgNO6S2 as an isolated structure, computed with wB97M-V/def2-TZVPD.

Summary:
Gap between HOMO and LUMO: 9.146 eV
Charge: -1
Energy above the lowest of the compared OMol25 structures with the same formula, charge and spin: 0.0 kJ/mol
LUMO level: 0.096 Eh
HOMO energy: -0.23962 hartree

Each line ends with the natural charge from an NBO analysis.
Atoms and positions in Å:
Mg: 0.33624 -0.29194 -0.49721  1.8200
C: 0.60730 2.58669 2.05278  0.7685
F: -0.36797 2.95354 2.86198  -0.2986
F: 1.64309 3.40358 2.16832  -0.3080
F: 0.99252 1.35520 2.34247  -0.2963
S: -0.00478 2.65057 0.23513  2.1406
O: -0.81597 3.82765 0.07189  -0.8874
O: 1.17282 2.56598 -0.58235  -0.9031
N: -0.80178 1.09679 0.13726  -1.3424
S: -2.32556 1.38661 0.43748  2.2055
O: -2.65800 2.18752 1.58660  -0.9151
O: -3.02164 1.68797 -0.79865  -0.9450
C: -2.93717 -0.36331 0.87694  0.7471
F: -2.88580 -1.15503 -0.17564  -0.3041
F: -2.22670 -0.86526 1.87972  -0.3062
F: -4.19497 -0.24366 1.30481  -0.3201
F: 2.20134 -0.04963 -0.34895  -0.9316
F: -0.02746 -2.01999 0.12391  -0.9370
C: 2.89051 -3.79810 1.17444  -0.2389
O: 2.88100 -2.97000 0.02321  -0.7390
H: 2.61149 -3.23793 2.07488  0.1604
H: 2.18589 -4.63067 1.02588  0.1481
H: 3.89250 -4.21188 1.30778  0.1558
H: 1.97610 -2.61574 -0.04002  0.5041
C: -0.00183 0.42636 -3.33072  -0.2677
O: -0.46472 -0.51322 -2.35752  -0.7918
H: 0.38413 -0.08383 -4.21174  0.1766
H: -0.84913 1.03868 -3.67330  0.1764
H: 0.67526 1.15875 -2.89652  0.2217
H: -0.86670 -1.27574 -2.77287  0.5075

=====

(10)
A 2-piece molecular cluster, C4H8FN overall, computed with wB97M-V/def2-TZVPD.

Summary:
Gap between HOMO and LUMO: 10.523 eV
Energy above the lowest of the compared OMol25 structures with the same formula, charge and spin: 419.8 kJ/mol
LUMO level: 0.037 Eh
HOMO energy: -0.34953 hartree

Each line ends with the natural charge from an NBO analysis.
Atoms and positions in Å:
C: -1.51102 0.40699 0.44879  -0.2949
C: -0.10383 0.85955 0.12598  -0.1596
C: 0.72255 -0.21962 -0.03275  -0.2446
C: 1.99804 0.08158 -0.31383  0.0120
H: -0.77206 -1.29826 -0.81553  0.3254
H: -2.71768 -1.16976 -0.25895  0.3653
H: -2.17025 1.06881 -0.17925  0.1895
H: -1.73978 0.34239 1.59402  0.2337
H: 0.27946 1.97913 0.28062  0.2353
H: 0.53915 -1.19841 0.00682  0.2159
H: 2.40133 -0.32848 -1.19178  0.1614
H: 2.13189 1.09822 -0.51203  0.1625
N: -1.74327 -1.06916 0.13415  -0.8353
F: 2.68545 -0.55298 0.71375  -0.3667

=====

(11)
C4H8FN in the gas phase, computed with wB97M-V/def2-TZVPD.

Summary:
Gap between HOMO and LUMO: 9.579 eV
Energy above the lowest of the compared OMol25 structures with the same formula, charge and spin: 158.2 kJ/mol
LUMO level: 0.037 Eh
SMILES string: C=C(F)N(C)C
HOMO energy: -0.31503 hartree

Each line ends with the natural charge from an NBO analysis.
Atoms and positions in Å:
C: 0.36328 -2.22620 -0.31634  -0.5847
C: 0.86746 -1.12933 0.25820  0.5644
C: 0.51082 1.06354 1.35113  -0.4167
C: -0.34277 0.46916 -1.00754  -0.4182
N: 0.59505 0.30482 0.06328  -0.4542
F: 1.91024 -1.30696 1.17166  -0.3545
H: 0.79009 -3.21323 -0.03158  0.2331
H: -0.34863 -2.25004 -1.11592  0.2211
H: -0.36092 0.65245 1.84075  0.1798
H: 1.45976 0.70536 1.98183  0.2338
H: 0.35909 2.12793 1.25985  0.2127
H: 0.07488 -0.08011 -1.81911  0.2085
H: -1.35287 -0.11433 -1.01771  0.1615
H: -0.62770 1.42591 -1.32876  0.2135

=====

(12)
C4H8FN in the gas phase, computed with wB97M-V/def2-TZVPD.

Summary:
Gap between HOMO and LUMO: 10.679 eV
Energy above the lowest of the compared OMol25 structures with the same formula, charge and spin: 98.5 kJ/mol
LUMO level: 0.040 Eh
SMILES string: C[C@H](N)/C=C\F
HOMO energy: -0.35225 hartree

Each line ends with the natural charge from an NBO analysis.
Atoms and positions in Å:
C: -0.52090 1.32555 0.35428  -0.6063
C: -0.39461 0.01016 -0.37027  -0.0818
C: 0.70734 -0.84935 0.30388  -0.2980
C: 1.96464 -0.58357 0.19354  0.2301
H: 0.39512 1.89761 0.23676  0.2059
H: -1.31423 1.97975 0.04272  0.2091
H: -0.56709 1.13099 1.40627  0.2122
H: -0.22965 0.19630 -1.48364  0.1833
H: -2.25373 -0.36390 -0.98177  0.3492
H: -1.53537 -1.59627 -0.32841  0.3411
H: 0.32417 -1.75535 0.87005  0.2260
H: 2.80714 -1.22443 0.40920  0.1725
N: -1.73914 -0.63746 -0.17642  -0.8121
F: 2.35629 0.46997 -0.47618  -0.3312

=====

Number 1: F_max 4.38 eV/Å, electronic energy -1070.2743 a.u.. Number 2: F_max 2.85 eV/Å, electronic energy -961.5088 a.u.. Number 3: F_max 3.70 eV/Å, electronic energy -1109.1827 a.u.. Number 4: F_max 2.79 eV/Å, electronic energy -1033.8929 a.u.. Number 5: F_max 2.70 eV/Å, electronic energy -1397.6225 a.u.. Number 6: F_max 12.03 eV/Å, electronic energy -7472.2615 a.u.. Number 7: F_max 4.54 eV/Å, electronic energy -671.3383 a.u.. Number 8: F_max 3.94 eV/Å, electronic energy -697.8269 a.u.. Number 9: F_max 4.68 eV/Å, electronic energy -2459.0012 a.u.. Number 10: F_max 7.25 eV/Å, electronic energy -311.6595 a.u.. Number 11: F_max 3.18 eV/Å, electronic energy -311.7591 a.u.. Number 12: F_max 3.74 eV/Å, electronic energy -311.7819 a.u..